[1]
# C10H9F2NS

A molecular structure, C10H9F2NS in a non-equilibrium geometry (wB97M-V/def2-TZVPD, the OMol25 dataset).

The gap between HOMO and LUMO (alpha / beta) comes out at 7.555 / 8.109 eV. The value obtained for the strongest force on any atom is 4.038 eV Å⁻¹. Its energy above the lowest of the compared OMol25 structures with the same formula, charge and spin is 3.469 eV. Its highest occupied orbital energy (alpha / beta) is -7.53 / -8.72 eV.

Structure (ORCA input):
```
! wB97M-V def2-TZVPD RIJCOSX def2/J DEFGRID3
* xyz 0 1
S -3.095 -0.536 0.749
F -5.462 -2.636 -1.058
F -3.430 -3.157 -1.461
N -1.863 0.354 0.281
C 1.977 2.415 0.301
C 0.965 0.382 -1.292
C -2.102 -1.904 1.411
C -0.698 -0.227 0.489
C 0.472 0.524 0.043
C -0.679 -1.494 1.045
C 2.466 2.270 -0.964
C 1.010 1.574 0.829
C 1.945 1.242 -1.718
C -4.370 -2.159 -1.578
H 0.543 1.671 1.828
H -2.276 -2.059 2.450
H 2.294 3.151 0.948
H 0.171 -2.092 1.396
H 3.314 2.941 -1.369
H -2.467 -2.856 1.175
H -4.458 -1.874 -2.693
H 0.435 -0.339 -2.009
H 2.154 1.233 -2.870
*
```

[2]
# C21H48GeN4OsSi3

A molecular structure, C21H48GeN4OsSi3 (wB97M-V/def2-TZVPD, the OMol25 dataset).

The gap between HOMO and LUMO (alpha / beta) comes out at 6.681 / 5.681 eV. The value obtained for the strongest force on any atom is 0.896 eV Å⁻¹. Its energy above the lowest of the compared OMol25 structures with the same formula, charge and spin is 0.000 eV. Its highest occupied orbital energy (alpha / beta) is -15.97 / -16.04 eV.

Structure (ORCA input):
```
! wB97M-V def2-TZVPD RIJCOSX def2/J DEFGRID3
* xyz 3 2
Os 0.089 0.161 0.044
Ge 2.199 -0.914 0.614
Si 2.703 -2.761 -1.255
Si 2.187 -2.057 2.791
Si 4.122 0.621 0.407
N 0.683 1.665 -0.403
N -0.999 -1.558 0.847
N -2.088 0.903 -0.233
N -1.744 1.426 4.222
C 0.481 3.835 0.604
C -1.961 -0.722 3.031
C 5.710 -0.222 0.819
C 1.449 4.975 -1.754
C 3.862 -2.649 3.293
C 0.614 5.203 0.509
C 1.223 -3.866 -1.119
C 2.717 -1.744 -2.792
C 4.278 -3.547 -0.737
C 1.317 3.601 -1.672
C 4.058 1.242 -1.343
C -2.224 -1.462 1.716
C -3.372 -0.838 0.932
C 0.995 -3.505 2.886
C 1.100 5.772 -0.670
C 0.830 3.033 -0.490
C -2.998 1.376 2.071
C 3.619 1.890 1.675
C -1.835 0.782 2.851
C -3.205 0.663 0.727
C 1.524 -0.659 3.884
H 1.055 -3.962 3.878
H 3.699 -1.307 -2.975
H 5.120 -2.858 -0.783
H 4.487 -4.372 -1.428
H 4.646 0.601 -2.002
H 0.135 3.358 1.515
H -1.999 1.904 -0.404
H 0.800 -1.063 4.602
H -2.583 1.239 4.780
H 4.618 -1.865 3.277
H -4.303 -1.024 1.470
H 2.548 2.094 1.656
H -0.889 1.015 2.355
H 5.954 -1.018 0.117
H -3.929 1.247 2.632
H -0.939 1.070 4.746
H 1.576 2.961 -2.505
H -1.282 -2.048 -0.008
H -2.371 0.517 -1.133
H 4.216 -3.967 0.268
H 1.249 -4.291 2.172
H 2.473 -2.388 -3.644
H -3.485 -1.338 -0.034
H 2.322 -0.194 4.467
H 4.138 2.833 1.470
H 0.339 -3.417 -1.576
H -2.860 2.451 1.917
H 1.820 5.427 -2.664
H -0.333 -2.190 1.292
H 3.898 1.572 2.681
H -4.124 1.062 0.296
H 5.722 -0.627 1.829
H 4.200 -3.466 2.653
H 3.814 -3.036 4.315
H -2.504 -2.481 1.987
H 1.441 -4.784 -1.677
H -0.055 -3.234 2.750
H 1.000 -4.166 -0.094
H 1.981 -0.940 -2.756
H 3.035 1.279 -1.719
H 4.483 2.249 -1.414
H -1.648 2.442 4.159
H -2.812 -0.951 3.680
H 1.055 0.127 3.284
H 6.518 0.515 0.760
H -1.065 -1.118 3.518
H 0.349 5.838 1.343
H 1.209 6.846 -0.737
*
```

[3]
# C50H50Br2CrN5O2P

A molecular structure, C50H50Br2CrN5O2P in a non-equilibrium geometry (wB97M-V/def2-TZVPD, the OMol25 dataset).

The gap between HOMO and LUMO (alpha / beta) comes out at 6.738 / 6.717 eV. The value obtained for the strongest force on any atom is 1.137 eV Å⁻¹. Its energy above the lowest of the compared OMol25 structures with the same formula, charge and spin is 0.375 eV. Its highest occupied orbital energy (alpha / beta) is -9.49 / -9.64 eV.

Structure (ORCA input):
```
! wB97M-V def2-TZVPD RIJCOSX def2/J DEFGRID3
* xyz 1 4
Br 4.991 -0.534 2.483
Br 2.043 -3.006 6.618
Cr 0.485 -0.202 0.404
P -1.929 0.608 0.086
O -0.329 -1.943 -3.312
O 2.249 -0.700 1.043
N 0.782 1.490 1.863
N 1.017 1.303 -0.763
N 0.019 -1.804 1.842
N 0.213 -1.629 -1.177
N 3.793 0.762 -1.272
C 0.029 4.879 -0.479
C -0.178 -3.158 4.288
C -3.433 4.325 -2.292
C -3.064 3.253 -0.166
C 0.711 1.503 -3.175
C -1.836 -3.091 0.918
C -2.921 -2.016 -2.962
C -0.953 -2.683 2.052
C 0.160 1.269 3.177
C -0.701 -1.582 -2.090
C -4.935 -1.057 -2.103
C -2.504 2.114 -2.189
C 1.149 1.420 -4.485
C -2.152 -1.337 -2.003
C -0.206 3.781 1.632
C 3.303 0.760 -3.680
C -3.015 0.463 1.571
C 2.111 -2.311 4.854
C 4.191 2.057 -0.731
C -3.840 1.327 3.681
C 2.192 1.874 2.135
C -4.442 -0.881 2.997
C -4.192 -0.387 -1.152
C 1.407 -2.295 -1.772
C 1.722 -3.709 -1.238
C -3.516 4.333 -0.912
C 0.583 2.525 -0.303
C 3.342 -1.220 3.106
C -1.091 -3.342 3.289
C -2.804 -0.525 -1.072
C -2.542 2.127 -0.791
C 2.451 1.025 -4.739
C 4.905 -0.163 -1.410
C -4.292 -1.884 -3.013
C -4.514 0.142 3.929
C 2.904 -4.283 -2.029
C -3.087 1.478 2.527
C -0.369 4.913 0.850
C 1.038 -1.767 2.755
C 0.983 -2.408 4.011
C 3.268 -1.736 4.404
C 0.256 2.601 1.074
C 0.502 3.712 -1.050
C 2.242 -1.179 2.256
C 1.543 1.226 -2.087
C 2.091 -3.755 0.243
C -3.704 -0.723 1.835
C 2.892 0.886 -2.351
C -2.932 3.200 -2.931
C 1.035 -2.385 -3.261
H 2.721 1.070 2.637
H 2.271 -1.658 -1.597
H 0.840 3.721 -2.075
H 5.681 0.111 -0.701
H 0.478 1.665 -5.298
H -2.419 -2.657 -3.671
H -3.889 2.140 4.393
H -0.427 3.850 2.691
H 4.978 2.528 -1.338
H -1.329 -3.889 0.367
H -1.994 -2.276 0.225
H -5.080 0.012 4.841
H 5.363 -0.174 -2.405
H 2.610 -4.689 0.464
H -2.547 2.402 2.384
H -0.021 5.777 -1.080
H 0.130 2.185 3.773
H 3.819 -3.744 -1.774
H -6.007 -0.919 -2.141
H -3.939 5.187 -0.398
H 3.043 -5.331 -1.766
H -1.929 -4.010 3.428
H 1.042 -3.405 -3.641
H -4.857 -2.417 -3.764
H -3.164 3.301 0.904
H 2.772 -4.229 -3.109
H -4.688 0.274 -0.454
H 2.758 -2.932 0.491
H 4.327 0.493 -3.902
H -2.788 -3.481 1.272
H 3.337 2.733 -0.719
H 2.816 0.941 -5.755
H 4.578 -1.177 -1.166
H 0.835 -4.333 -1.409
H -3.767 5.179 -2.866
H 1.641 -1.754 -3.902
H 4.572 1.929 0.283
H 4.137 -1.693 5.044
H -0.749 5.827 1.287
H 2.697 2.108 1.206
H 0.771 0.551 3.723
H 2.204 2.756 2.782
H -0.304 1.804 -2.967
H -3.693 -1.527 1.116
H -0.294 -3.636 5.251
H -0.838 0.862 3.082
H -4.965 -1.814 3.166
H -2.890 3.152 -4.011
H -2.176 1.229 -2.715
H 1.216 -3.705 0.884
*
```

[4]
# C5H3NS

A single C5H3NS molecule in a non-equilibrium geometry (wB97M-V/def2-TZVPD, the OMol25 dataset).

The gap between HOMO and LUMO comes out at 5.772 eV. The value obtained for the strongest force on any atom is 4.548 eV Å⁻¹. Its energy above the lowest of the compared OMol25 structures with the same formula, charge and spin is 0.312 eV. Its highest occupied orbital energy is -7.84 eV.

Structure (ORCA input):
```
! wB97M-V def2-TZVPD RIJCOSX def2/J DEFGRID3
* xyz 0 1
S 1.230 -2.778 0.396
N -0.163 0.211 -1.721
C -0.364 0.894 0.490
C 0.622 -1.328 0.030
C 0.230 -0.849 -1.218
C 0.231 -0.313 0.938
C -0.629 1.156 -0.831
H 0.533 -0.599 2.000
H -0.601 1.689 1.288
H -1.090 1.917 -1.373
*
```

[5]
# C3H6N2O

A molecular structure, C3H6N2O in a non-equilibrium geometry (wB97M-V/def2-TZVPD, the OMol25 dataset).

The gap between HOMO and LUMO comes out at 8.388 eV. The value obtained for the strongest force on any atom is 2.741 eV Å⁻¹. Its energy above the lowest of the compared OMol25 structures with the same formula, charge and spin is 6.480 eV. Its highest occupied orbital energy is -7.51 eV.

Structure (ORCA input):
```
! wB97M-V def2-TZVPD RIJCOSX def2/J DEFGRID3
* xyz 0 1
O -1.585 0.523 1.736
N 1.237 0.419 -1.006
N -0.933 -0.685 1.330
C 0.829 -0.950 -0.626
C -0.192 -0.312 0.331
C 0.135 0.953 -0.297
H 1.602 -1.510 -0.108
H -1.094 0.131 -0.550
H 0.429 -1.521 -1.473
H 1.364 0.641 -1.990
H -1.887 0.315 2.627
H 0.096 1.996 0.026
*
```

Question: strongest force on any atom of number 2 (C21H48GeN4OsSi3)?
Answer: 0.896 eV Å⁻¹